1.
Entry from the OMol25 dataset: C32H23F6N5O8S3Sr as an isolated structure (the ωB97M-V functional and the def2-TZVPD basis).

Geometry as XYZ:
```
78
C32H23F6N5O8S3Sr (the ωB97M-V functional and the def2-TZVPD basis)
Sr 1.62 0.63 1.29
O -1.61 3.24 2.14
C -1.16 2.21 1.23
O 0.19 2.11 1.28
C -1.73 0.86 1.72
C -2.68 0.81 2.73
C -3.08 -0.44 3.19
C -2.51 -1.57 2.64
C -1.54 -1.43 1.65
N -1.17 -0.23 1.20
C -0.61 -2.63 1.30
O -1.33 -3.87 1.61
O 0.46 -2.47 2.02
H -0.87 3.31 2.75
H -3.08 1.73 3.13
H -3.80 -0.52 3.99
H -2.76 -2.56 2.99
H -2.11 -3.91 1.05
C 5.64 1.07 -1.04
C 4.52 0.55 -1.89
C 4.80 -0.07 -3.11
C 3.70 -0.51 -3.84
N 2.45 -0.36 -3.43
C 2.26 0.24 -2.23
S 0.67 0.47 -1.65
N 3.28 0.69 -1.45
H 6.50 1.35 -1.66
H 5.96 0.29 -0.35
H 5.31 1.92 -0.45
H 5.81 -0.20 -3.46
H 3.83 -0.99 -4.81
F 3.89 3.22 3.42
C 2.69 2.81 3.01
F 1.80 3.54 3.72
F 2.55 3.17 1.74
S 2.34 1.06 3.77
O 0.93 1.10 4.01
O 3.24 1.14 4.87
N 2.69 -0.19 2.88
S 3.99 -0.07 2.07
O 4.24 1.30 1.71
O 4.13 -1.06 1.07
C 5.38 -0.42 3.27
F 6.39 -0.97 2.58
F 5.85 0.69 3.84
F 5.02 -1.28 4.22
C -5.27 1.97 -2.26
C -4.97 1.25 -1.09
C -3.81 1.48 -0.40
C -2.86 2.44 -0.83
C -1.62 2.71 -0.17
C -0.75 3.59 -0.74
C -1.04 4.28 -1.93
C -2.24 4.08 -2.56
C -3.16 3.15 -2.04
C -4.37 2.89 -2.72
H -6.19 1.78 -2.79
H -5.67 0.50 -0.73
H -3.61 0.91 0.49
H 0.20 3.74 -0.24
H -0.31 4.96 -2.35
H -2.49 4.60 -3.47
H -4.58 3.44 -3.63
C -0.27 -2.65 -0.28
C -1.19 -3.43 -1.11
C -0.88 -4.74 -1.51
C -1.76 -5.50 -2.25
C -3.00 -4.97 -2.63
C -3.33 -3.66 -2.24
C -2.43 -2.91 -1.50
C -3.92 -5.77 -3.36
N -4.66 -6.44 -3.94
H -0.26 -1.60 -0.58
H 0.74 -3.04 -0.31
H 0.07 -5.16 -1.22
H -1.51 -6.50 -2.56
H -4.28 -3.24 -2.55
H -2.68 -1.89 -1.23
```

Summary:
Energy above the lowest of the compared OMol25 structures with the same formula, charge and spin: 95.73 kcal/mol
Net charge: -2
E_HOMO: -2.1370 eV
LUMO energy: 4.1 eV

Atom charges from the Löwdin analysis, given in e for atoms 1 to 6: number 1, Sr, carries 1.4770; number 2, O, carries -0.0016; number 3, C, carries -0.5507; number 4, O, carries -0.4796; number 5, C, carries -0.2161; number 6, C, carries -0.0366


2.
Entry from the OMol25 dataset: C32H24Br4N6O2SSiV as an isolated structure (the ωB97M-V functional and the def2-TZVPD basis).

Geometry as XYZ:
```
71
C32H24Br4N6O2SSiV (the ωB97M-V functional and the def2-TZVPD basis)
V -0.56 -0.62 -0.82
C 3.31 -1.37 -2.57
C 3.78 -2.50 -1.91
C 3.21 -2.89 -0.75
C 1.98 -2.26 -0.37
N 1.41 -1.28 -1.08
C 2.10 -0.81 -2.16
N 1.43 -2.79 0.80
C 0.31 -2.44 1.36
N -0.66 -1.56 0.95
C -1.54 -1.32 1.97
N -2.48 -0.47 2.02
C -2.89 0.37 1.03
C -3.82 1.29 1.36
C -4.29 2.14 0.42
C -3.93 1.96 -0.92
C -2.89 1.13 -1.18
N -2.39 0.34 -0.24
C -1.08 -2.17 3.15
C -1.55 -2.28 4.47
C -0.80 -3.11 5.28
C 0.30 -3.85 4.87
C 0.70 -3.76 3.58
C 0.06 -2.88 2.75
H 3.89 -1.06 -3.51
H 4.60 -3.11 -2.34
H 3.50 -3.79 -0.24
H 1.57 0.04 -2.83
H -4.19 1.34 2.37
H -4.97 2.97 0.63
H -4.32 2.60 -1.74
H -2.60 0.97 -2.21
H -2.46 -1.79 4.80
H -1.18 -3.27 6.30
H 0.73 -4.52 5.60
H 1.56 -4.35 3.26
Br -0.07 -4.01 -6.91
C -0.55 -3.58 -5.09
C -0.79 -4.57 -4.14
Br -0.89 -6.34 -4.70
C -1.06 -4.18 -2.80
Br -1.60 -5.48 -1.49
C -1.07 -2.88 -2.46
O -1.41 -2.47 -1.25
C -0.71 -1.86 -3.39
O -0.69 -0.60 -2.88
C -0.49 -2.22 -4.68
Br -0.27 -0.80 -5.93
C 3.04 3.38 1.94
Si 1.35 4.04 1.55
C 1.61 5.87 1.21
C 0.15 3.61 2.98
C 0.70 3.30 0.01
C 0.58 4.06 -1.12
C 0.18 3.52 -2.37
C -0.07 2.15 -2.37
N 0.10 1.36 -1.28
C 0.47 1.91 -0.14
S 0.71 0.73 1.08
H 3.82 3.77 1.23
H 3.17 2.30 1.88
H 3.29 3.65 2.99
H 0.66 6.34 0.94
H 2.36 6.15 0.45
H 1.92 6.29 2.21
H -0.84 3.29 2.71
H 0.00 4.53 3.55
H 0.60 2.91 3.65
H 0.74 5.13 -1.07
H -0.27 4.13 -3.18
H -0.49 1.65 -3.23
```

Summary:
Energy above the lowest of the compared OMol25 structures with the same formula, charge and spin: 14.59 kcal/mol
Net charge: -1
<S²>: 2.016
E_HOMO (spin up / spin down): -4.4780 / -4.6771 eV
2S+1: 3
LUMO energy (spin up / spin down): 1.9 / 1.7 eV

Atom charges from the Löwdin analysis, given in e for atoms 1 to 6: number 1, V, carries 0.8451; number 2, C, carries -0.0739; number 3, C, carries -0.1070; number 4, C, carries -0.0082; number 5, C, carries -0.2799; number 6, N, carries 0.0129


3.
Entry from the OMol25 dataset: C32H24BrF3FeN4O4 as an isolated structure (the ωB97M-V functional and the def2-TZVPD basis).

Geometry as XYZ:
```
69
C32H24BrF3FeN4O4 (the ωB97M-V functional and the def2-TZVPD basis)
Fe 0.07 -0.02 0.03
O -3.11 -3.58 4.85
C -2.47 -4.26 3.79
C -1.84 -3.27 2.86
C -1.08 -3.71 1.74
C -0.48 -2.78 0.93
N -0.60 -1.46 1.10
C -1.35 -1.00 2.17
C -1.96 -1.92 3.05
C -1.43 0.39 2.30
C -2.10 1.09 3.33
C -2.13 2.46 3.34
C -2.93 3.17 4.40
O -4.29 2.81 4.33
C -1.47 3.16 2.30
C -0.81 2.43 1.34
N -0.78 1.10 1.31
H -3.49 -4.22 5.46
H -3.19 -4.87 3.23
H -1.69 -4.93 4.17
H -0.97 -4.76 1.53
H 0.12 -3.11 0.10
H -2.53 -1.57 3.90
H -2.61 0.54 4.10
H -2.80 4.26 4.32
H -2.59 2.86 5.40
H -4.68 3.18 3.53
H -1.47 4.23 2.26
H -0.28 2.94 0.54
O 0.09 2.75 -2.63
C -0.18 1.82 -1.88
O 0.61 1.34 -0.94
C -1.44 1.10 -1.93
C -2.43 1.33 -2.90
C -3.55 0.55 -2.90
C -3.68 -0.46 -1.92
C -2.69 -0.62 -0.99
N -1.57 0.12 -0.98
H -2.26 2.13 -3.61
H -4.33 0.70 -3.63
H -4.54 -1.11 -1.90
H -2.76 -1.37 -0.22
F 8.34 0.57 4.27
C 7.23 0.90 4.95
F 7.40 2.15 5.40
F 7.18 0.10 6.03
C 5.99 0.74 4.10
C 5.16 1.83 3.84
C 4.03 1.65 3.07
C 3.71 0.37 2.58
C 4.57 -0.71 2.84
C 5.70 -0.52 3.59
C 2.52 0.19 1.85
C 1.54 0.02 1.15
H 5.40 2.80 4.24
H 3.37 2.48 2.85
H 4.33 -1.68 2.43
H 6.37 -1.34 3.79
Br -0.47 -3.75 -4.28
C 0.68 -2.84 -3.08
C 2.07 -3.02 -3.14
C 2.83 -2.29 -2.23
C 2.22 -1.45 -1.33
N 0.88 -1.30 -1.26
C 0.13 -1.99 -2.14
H 2.51 -3.71 -3.84
H 3.91 -2.39 -2.23
H 2.79 -0.87 -0.63
H -0.94 -1.88 -2.09
```

Summary:
Energy above the lowest of the compared OMol25 structures with the same formula, charge and spin: 22.14 kcal/mol
Net charge: +1
<S²>: 0.762
E_HOMO (spin up / spin down): -10.4870 / -10.5193 eV
2S+1: 2
LUMO energy (spin up / spin down): -3.9 / -4.1 eV

Atom charges from the Löwdin analysis, given in e for atoms 1 to 6: number 1, Fe, carries 0.4893; number 2, O, carries -0.0407; number 3, C, carries -0.2095; number 4, C, carries -0.1475; number 5, C, carries 0.0352; number 6, C, carries -0.0760


4.
Entry from the OMol25 dataset: C32H24IN3O4PdS as an isolated structure (the ωB97M-V functional and the def2-TZVPD basis).

Geometry as XYZ:
```
66
C32H24IN3O4PdS (the ωB97M-V functional and the def2-TZVPD basis)
Pd 1.07 -1.33 -0.70
S 1.03 -2.94 1.35
C -0.68 -2.77 1.17
C -1.60 -3.39 2.02
C -2.95 -3.22 1.75
C -3.33 -2.44 0.67
C -2.35 -1.84 -0.12
N -1.07 -2.01 0.13
H -1.25 -3.98 2.85
H -3.69 -3.69 2.38
H -4.38 -2.28 0.44
H -2.60 -1.21 -0.96
I -0.24 0.29 -2.60
C -0.15 -1.25 -4.00
C -0.39 -0.95 -5.31
C -0.44 -1.99 -6.27
C -0.25 -3.28 -5.88
C 0.01 -3.61 -4.52
C 0.22 -4.95 -4.14
C 0.48 -5.27 -2.84
C 0.56 -4.24 -1.86
C 0.36 -2.95 -2.20
C 0.07 -2.58 -3.54
H -0.56 0.07 -5.61
H -0.64 -1.75 -7.30
H -0.29 -4.08 -6.60
H 0.17 -5.73 -4.89
H 0.64 -6.30 -2.55
H 0.80 -4.53 -0.84
C 4.85 -0.65 -2.14
C 3.46 -0.96 -1.66
O 2.76 -1.84 -2.22
O 2.99 -0.32 -0.67
H 5.02 -1.10 -3.11
H 5.56 -1.07 -1.42
H 5.00 0.42 -2.17
O 1.74 -0.95 2.57
C 1.15 0.03 2.12
N 0.91 1.16 2.84
C 0.09 2.11 2.12
C -0.08 1.32 0.79
O -0.70 1.75 -0.17
N 0.57 0.13 0.87
C -1.27 2.33 2.81
C -1.39 2.13 4.18
C -2.60 2.37 4.83
C -3.70 2.82 4.11
C -3.58 3.02 2.74
C -2.37 2.78 2.09
C 0.78 3.46 1.91
C 1.79 3.87 2.79
C 2.38 5.12 2.65
C 1.99 5.97 1.63
C 0.99 5.57 0.76
C 0.39 4.32 0.90
H 1.29 1.27 3.76
H -0.56 1.77 4.76
H -2.68 2.21 5.89
H -4.64 3.01 4.61
H -4.43 3.36 2.16
H -2.29 2.93 1.03
H 2.13 3.22 3.58
H 3.16 5.42 3.34
H 2.45 6.94 1.52
H 0.67 6.22 -0.05
H -0.38 4.01 0.21
```

Summary:
Energy above the lowest of the compared OMol25 structures with the same formula, charge and spin: 2.50 kcal/mol
<S²>: 6.037
E_HOMO (spin up / spin down): -7.6508 / -7.9714 eV
2S+1: 5
LUMO energy (spin up / spin down): 0.4 / -2.1 eV

Atom charges from the Löwdin analysis, given in e for atoms 1 to 6: number 1, Pd, carries 0.8281; number 2, S, carries 0.9293; number 3, C, carries -0.6812; number 4, C, carries -0.0659; number 5, C, carries -0.0533; number 6, C, carries -0.0349


5.
Entry from the OMol25 dataset: C32H24N2O3PRh as an isolated structure (the ωB97M-V functional and the def2-TZVPD basis).

Geometry as XYZ:
```
63
C32H24N2O3PRh (the ωB97M-V functional and the def2-TZVPD basis)
Rh -0.70 0.12 -1.04
O -4.71 0.04 1.34
C -5.09 1.26 0.90
C -6.35 1.73 1.23
C -6.77 2.99 0.83
C -5.91 3.80 0.09
C -4.66 3.36 -0.26
C -4.23 2.07 0.13
C -2.92 1.61 -0.24
O -2.51 0.38 -0.05
N -2.10 2.51 -0.80
N -0.92 2.09 -1.12
C 0.03 2.97 -1.51
C 1.23 2.65 -2.12
C 2.10 3.71 -2.50
C 3.30 3.49 -3.12
C 3.70 2.18 -3.41
C 2.88 1.12 -3.09
C 1.64 1.29 -2.45
O 0.89 0.26 -2.24
H -3.81 -0.13 0.97
H -7.01 1.09 1.80
H -7.75 3.34 1.10
H -6.24 4.78 -0.23
H -3.98 3.97 -0.84
H -0.20 4.01 -1.29
H 1.77 4.72 -2.30
H 3.93 4.32 -3.39
H 4.65 2.00 -3.89
H 3.19 0.11 -3.33
C 1.07 -2.02 5.21
C 1.48 -0.79 4.72
C 1.33 -0.49 3.38
C 0.80 -1.44 2.50
C 0.36 -2.65 3.00
C 0.49 -2.94 4.35
P 0.70 -1.00 0.71
C 2.45 -1.03 0.21
C 2.91 -1.90 -0.77
C 4.23 -1.88 -1.17
C 5.11 -0.97 -0.61
C 4.66 -0.07 0.34
C 3.34 -0.10 0.75
C -0.06 -2.42 -0.17
C 0.17 -3.79 -0.11
C -0.55 -4.63 -0.95
C -1.47 -4.11 -1.85
C -1.68 -2.74 -1.94
C -0.96 -1.89 -1.11
H 1.19 -2.25 6.25
H 1.90 -0.05 5.39
H 1.62 0.48 3.01
H -0.10 -3.38 2.35
H 0.15 -3.89 4.73
H 2.22 -2.59 -1.23
H 4.58 -2.58 -1.92
H 6.15 -0.97 -0.92
H 5.33 0.66 0.76
H 3.01 0.62 1.48
H 0.91 -4.20 0.55
H -0.40 -5.70 -0.90
H -2.02 -4.78 -2.51
H -2.38 -2.35 -2.67
```

Summary:
Energy above the lowest of the compared OMol25 structures with the same formula, charge and spin: 27.39 kcal/mol
E_HOMO (spin up / spin down): -7.1408 / -7.1408 eV
LUMO energy (spin up / spin down): -1.6 / -1.6 eV

Atom charges from the Löwdin analysis, given in e for atoms 1 to 6: number 1, Rh, carries 1.0200; number 2, O, carries 0.0725; number 3, C, carries -0.2598; number 4, C, carries -0.0166; number 5, C, carries -0.0776; number 6, C, carries -0.0975


6.
Entry from the OMol25 dataset: one molecule with the formula C32H25BF3NO2S (the ωB97M-V functional and the def2-TZVPD basis).

Geometry as XYZ:
```
65
C32H25BF3NO2S (the ωB97M-V functional and the def2-TZVPD basis)
C 2.77 -1.11 -3.60
C 3.16 -1.01 -2.19
C 4.46 -0.95 -1.67
C 4.49 -0.91 -0.28
C 3.18 -0.63 0.35
B 2.41 3.13 -2.88
C 3.03 -1.35 1.72
C 1.83 -1.96 2.03
C 1.48 -2.21 3.35
C 2.41 -2.04 4.36
C 2.03 -2.20 5.81
F 3.08 -2.47 6.63
F 1.47 -1.04 6.29
F 1.11 -3.18 6.01
C 3.72 -1.71 4.03
C 4.06 -1.40 2.70
O 3.74 2.88 -3.36
C 3.61 2.55 -4.70
C 2.24 2.62 -5.03
C 1.77 2.26 -6.28
C 2.73 2.08 -7.29
C 4.09 1.93 -6.99
C 4.53 2.04 -5.63
O 1.50 3.00 -3.92
S 1.96 -1.22 -0.96
H 3.62 -0.93 -4.25
H 2.33 -2.08 -3.79
H 2.02 -0.37 -3.86
H 5.36 -0.85 -2.31
H 5.36 -1.06 0.36
H 1.16 -2.28 1.21
H 0.46 -2.49 3.59
H 4.48 -1.66 4.81
H 5.12 -1.23 2.45
H 0.70 2.14 -6.50
H 2.40 2.03 -8.33
H 4.80 1.75 -7.82
H 5.55 1.74 -5.34
C -1.54 0.64 0.41
N -0.13 0.96 0.46
C 0.58 0.95 1.67
C -0.03 0.95 2.94
C 0.73 1.27 4.07
C 2.11 1.57 3.97
C 2.73 1.55 2.72
C 1.97 1.25 1.60
C 2.64 1.08 0.29
C 1.77 1.92 -0.65
C 0.37 1.83 -0.53
C -0.54 2.69 -1.23
C -0.13 4.02 -1.50
C 1.19 4.37 -1.28
C 2.21 3.26 -1.25
H -1.82 0.48 -0.63
H -1.74 -0.27 0.97
H -2.18 1.44 0.80
H -1.09 0.67 3.02
H 0.29 1.23 5.07
H 2.71 1.83 4.84
H 3.77 1.84 2.56
H 3.69 1.40 0.13
H -1.60 2.45 -1.34
H -0.90 4.76 -1.78
H 1.56 5.41 -1.25
H 3.17 3.63 -0.82
```

Summary:
Energy above the lowest of the compared OMol25 structures with the same formula, charge and spin: 87.72 kcal/mol
E_HOMO: -5.2445 eV
LUMO energy: -1.6 eV

Atom charges from the Löwdin analysis, given in e for atoms 1 to 6: number 1, C, carries -0.1008; number 2, C, carries -0.5520; number 3, C, carries -0.1077; number 4, C, carries -0.0914; number 5, C, carries -0.4124; number 6, B, carries -0.4270


7.
Entry from the OMol25 dataset: C32H25IN2O3OsS as an isolated structure (the ωB97M-V functional and the def2-TZVPD basis).

Geometry as XYZ:
```
65
C32H25IN2O3OsS (the ωB97M-V functional and the def2-TZVPD basis)
Os 0.47 0.55 -0.44
C 1.39 0.63 -4.95
C 0.97 1.11 -3.60
O 0.99 0.17 -2.57
C 0.61 2.38 -3.34
C 0.20 3.06 -2.17
C -0.21 4.51 -2.30
N 0.18 2.50 -0.96
N -0.29 3.34 0.01
C -0.30 3.01 1.23
O 0.18 1.77 1.65
C -0.94 3.89 2.22
C -1.51 3.37 3.39
C -2.10 4.21 4.31
C -2.14 5.58 4.09
C -1.59 6.10 2.92
C -1.00 5.26 1.99
H 1.49 -0.46 -4.96
H 2.36 1.05 -5.23
H 0.67 0.91 -5.71
H 0.64 3.01 -4.22
H -0.19 4.82 -3.34
H 0.45 5.15 -1.72
H -1.22 4.65 -1.91
H -1.50 2.30 3.56
H -2.54 3.79 5.20
H -2.59 6.24 4.82
H -1.62 7.17 2.74
H -0.56 5.66 1.08
I -0.07 -1.32 1.20
C 0.39 -0.68 3.24
C 0.34 -1.73 4.13
C 0.93 -1.61 5.39
C 1.60 -0.47 5.72
C 1.66 0.63 4.84
C 2.37 1.80 5.19
C 2.45 2.85 4.33
C 1.75 2.82 3.12
C 0.98 1.73 2.78
C 0.99 0.55 3.57
H -0.14 -2.66 3.84
H 0.88 -2.44 6.08
H 2.12 -0.39 6.67
H 2.86 1.83 6.15
H 3.02 3.73 4.59
H 1.78 3.67 2.45
C -2.95 -6.57 -4.25
C -2.47 -7.91 -3.76
O -3.13 -8.91 -3.76
S -0.75 -8.05 -3.23
C -0.17 -6.37 -3.16
C -0.44 -5.59 -2.03
C -0.06 -4.27 -2.00
C 0.60 -3.69 -3.09
C 0.94 -4.49 -4.18
C 0.55 -5.83 -4.22
C 0.90 -2.29 -3.05
C 0.89 -1.12 -2.81
H -4.02 -6.63 -4.43
H -2.44 -6.32 -5.18
H -2.75 -5.78 -3.53
H -0.95 -6.04 -1.19
H -0.28 -3.65 -1.14
H 1.49 -4.07 -5.01
H 0.81 -6.45 -5.06
```

Summary:
Energy above the lowest of the compared OMol25 structures with the same formula, charge and spin: 140.23 kcal/mol
E_HOMO (spin up / spin down): -5.7549 / -5.7590 eV
LUMO energy (spin up / spin down): -0.4 / -0.4 eV

Atom charges from the Löwdin analysis, given in e for atoms 1 to 6: number 1, Os, carries 0.4735; number 2, C, carries -0.0104; number 3, C, carries -0.2561; number 4, O, carries -0.1860; number 5, C, carries -0.0124; number 6, C, carries -0.3115